Record 1
# H16NO6

7 unconnected molecules or ions with the total composition H16NO6 (ωB97M-V/def2-TZVPD, OMol25).

XYZ file:
```
23
Properties=species:S:1:pos:R:3
O 2.9845 1.5963 -0.0541
H -0.3525 -0.4197 -0.3981
O -0.6905 -2.8337 -0.5031
H 0.4125 0.6753 3.6369
H 0.9175 -1.1067 -3.3981
H 1.0325 -0.1367 0.4719
H 3.7755 1.1543 0.1289
O -2.2465 0.6123 -1.6041
H 3.1555 2.0993 -0.8681
H 0.5465 -0.8377 3.8549
H -0.2135 0.5673 0.7499
H 1.7925 -2.0257 -2.5561
O 1.5825 -1.1197 -2.6991
H -2.0955 2.5783 1.4099
O -2.6425 2.4303 2.1959
H -1.5385 -3.3127 -0.4571
O 0.2365 -0.1257 3.2559
H -2.9455 -0.0857 -1.5271
N 0.3145 0.3023 -0.0291
H -0.2485 -3.4017 -1.0641
H 0.3405 0.7373 -0.8061
H -2.0475 1.8993 2.8579
H -2.0695 0.7523 -2.5981
```

## Properties
Kohn-Sham gap   11.0 eV
Highest occupied orbital energy   -14.1558 eV
Charge   +1


Record 2
# H16NaO8

A molecular structure, H16NaO8 (ωB97M-V/def2-TZVPD, OMol25).

XYZ file:
```
25
Properties=species:S:1:pos:R:3
H 9.0679 10.6144 -12.4004
O 12.4585 8.1064 -16.1949
H 11.2150 6.1928 -13.7652
H 11.7473 11.7056 -15.2761
H 10.3002 8.4497 -18.3660
O 10.3928 5.9765 -14.2049
H 10.5153 10.8782 -12.0434
H 11.4206 7.3679 -12.3631
H 12.8133 7.3407 -15.7433
O 8.5094 7.6760 -13.0889
H 11.0055 8.4343 -17.0265
H 10.6539 5.4320 -14.9476
H 7.2571 9.2105 -15.9429
O 10.1366 8.4925 -17.4239
Na 10.7207 8.9363 -14.3495
H 8.9310 6.8763 -13.4036
O 8.1832 9.4178 -15.8173
O 9.9167 10.1809 -12.3110
O 11.9019 11.0511 -14.5950
H 8.8675 7.8065 -12.2108
O 12.2237 7.6118 -12.8234
H 12.3410 11.5330 -13.8942
H 8.6282 8.9755 -16.5402
H 12.9291 7.2924 -12.2608
H 13.2192 8.5157 -16.6073
```

## Properties
Kohn-Sham gap (alpha / beta)   12.2 / 4.4 eV
Highest occupied orbital energy (alpha / beta)   -18.7298 / -18.6901 eV
Multiplicity   2
Charge   +2
Expectation value of S²   0.757


Sequential relative energy (zero: lowest compared OMol25 entry of this formula, charge and spin) output: 81.1, 0.0 kcal/mol
Sequential total energy output: -14027.4522, -21038.9262 eV